C15H28CeCl4N6O2 as an isolated structure. Source: the OMol25 dataset; level of theory: ωB97M-V with the def2-TZVPD basis set.

E_LUMO (alpha / beta): -8.0 / -8.2 eV
net charge: +2
calculated total energy: -92052.676 eV
maximum force: 1.424 eV/A
relative energy (zero: lowest compared OMol25 entry of this formula, charge and spin): 86.9 kJ/mol

Element x y z (Å)
H 0.579 3.016 -2.500
H -0.650 0.028 4.610
C -1.037 1.608 -2.787
H 2.713 1.709 -1.522
C 0.305 3.008 1.647
H -1.125 0.578 -3.131
H 1.124 -1.583 4.196
H 0.861 0.774 4.115
C 1.089 -2.258 -1.608
Cl -2.577 -2.690 -3.123
H 0.161 2.585 3.736
Ce 0.300 -0.023 0.040
C 1.826 -3.136 -2.402
C -0.149 -3.820 -3.598
O 1.654 -1.545 -0.616
N 1.420 2.135 1.218
H 2.272 1.408 -3.734
O -0.994 -1.158 -1.238
H 1.718 -1.893 1.761
H -2.155 1.045 -1.200
H -0.378 3.119 0.801
H 0.308 2.524 -4.163
H -1.584 2.556 -1.056
N -1.316 1.613 -1.318
H -1.695 -2.316 1.361
C -2.119 0.690 2.670
H -1.364 2.935 2.968
H -2.387 -1.191 0.461
N 1.496 -0.990 2.175
C -0.291 -2.100 -1.886
N 2.008 0.994 -1.661
C 1.226 -3.922 -3.381
H -1.795 2.195 -3.306
H -2.546 1.273 1.848
N -1.804 -1.309 1.284
C -2.483 -0.774 2.476
C -0.425 2.396 2.836
H 1.985 1.913 2.034
H -2.575 1.039 3.603
Cl -0.923 -4.798 -4.772
Cl 2.174 -5.005 -4.311
C -0.886 -2.902 -2.857
H -3.568 -0.843 2.399
H -0.174 -1.872 3.052
C 0.020 0.180 3.757
Cl 3.525 -3.214 -2.115
H 1.104 0.147 -3.357
H -2.195 -1.348 3.355
H 2.029 2.666 0.604
H 2.504 0.103 -1.611
C 0.346 2.157 -3.138
C 1.475 1.127 -3.046
H 2.385 -0.609 2.485
C 0.600 -1.167 3.334
N -0.662 0.939 2.680
H 0.651 4.003 1.931

Results of the Mulliken charge analysis, in e, for atoms 1 through 5:
1. H 0.22
2. H 0.29
3. C -0.63
4. H 0.35
5. C -0.47